[1]
2 unconnected molecules or ions with the total composition C33H49ClI3N3O2 at a distorted geometry, computed with ωB97M-V with the def2-TZVPD basis set.

Structure (XYZ):
```
91
Properties=species:S:1:pos:R:3:mulliken_charge:R:1
C 6.774 0.048 1.824 -0.973
C 6.344 -0.845 3.069 -0.119
O 5.438 -0.056 3.849 -0.384
C 4.349 -0.823 4.364 -0.758
C 3.316 -1.310 3.275 -0.393
C 2.990 -0.221 2.183 -0.311
C 2.609 -0.854 0.768 -1.004
C 1.159 -1.473 0.775 0.352
C -0.023 -0.493 0.423 0.884
Cl 0.583 1.272 0.426 -0.189
C -1.223 -0.403 1.554 0.030
N -0.712 0.679 2.448 -0.485
C -1.710 -1.732 2.231 -1.141
C -1.886 -1.691 3.800 -0.816
C -0.988 -2.850 4.448 -1.097
I -3.964 -1.992 4.441 0.078
N -2.196 0.382 0.707 0.550
C -2.019 0.368 -0.576 -1.121
C -2.927 1.177 -1.549 -1.173
I -4.461 2.344 -0.504 0.348
C -2.092 2.251 -2.438 -0.421
C -1.264 3.262 -1.538 -0.784
I -3.628 3.423 -3.509 0.225
C -0.777 -0.594 -0.977 2.130
C 0.068 -0.182 -2.249 -0.409
C 1.370 -1.009 -2.466 0.120
C 2.623 -0.254 -2.717 -0.621
C 3.902 -0.928 -2.956 -0.755
C 4.007 -2.406 -2.934 0.778
C 5.404 -3.071 -3.149 -1.234
C 2.765 -3.157 -2.704 -1.098
C 1.488 -2.460 -2.492 0.140
C -1.510 -1.971 -1.315 -0.586
C -2.410 -1.986 -2.474 -0.718
C -3.070 -3.259 -2.837 -0.799
C -2.747 -4.411 -1.966 -0.554
C -1.824 -4.194 -0.860 -0.445
N -1.206 -3.029 -0.513 0.135
H 6.544 1.137 2.000 0.272
H 7.875 -0.052 1.643 0.338
H 6.230 -0.240 0.884 0.149
H 5.896 -1.793 2.667 0.177
H 7.262 -1.149 3.657 0.398
H 3.811 -0.150 5.095 0.338
H 4.726 -1.688 4.986 0.328
H 2.354 -1.559 3.813 0.022
H 3.681 -2.262 2.809 0.348
H 2.130 0.391 2.587 0.198
H 3.848 0.477 2.011 0.368
H 3.320 -1.729 0.656 0.435
H 2.832 -0.173 -0.085 0.210
H 0.977 -1.822 1.838 -0.316
H 1.175 -2.411 0.162 0.349
H -1.487 1.181 2.890 0.265
H -0.106 0.260 3.160 0.247
H -1.053 -2.613 1.994 0.295
H -2.726 -1.967 1.795 0.744
H -1.561 -0.750 4.299 0.559
H -1.597 -3.787 4.479 0.393
H -0.602 -2.546 5.463 0.315
H -0.069 -3.063 3.832 0.299
H -2.901 0.842 1.290 0.428
H -3.485 0.552 -2.285 0.329
H -1.504 1.756 -3.247 0.582
H -1.372 2.994 -0.456 0.162
H -1.734 4.281 -1.641 0.480
H -0.193 3.354 -1.854 0.165
H -0.524 -0.258 -3.209 0.498
H 0.384 0.900 -2.206 0.414
H 2.574 0.863 -2.740 0.307
H 4.806 -0.296 -3.156 0.311
H 5.695 -3.187 -4.221 0.282
H 6.147 -2.433 -2.590 0.323
H 5.386 -4.052 -2.593 0.332
H 2.853 -4.271 -2.698 0.314
H 0.594 -3.105 -2.348 0.369
H -2.619 -1.124 -3.141 0.338
H -3.741 -3.375 -3.715 0.418
H -3.180 -5.417 -2.189 0.381
H -1.587 -5.093 -0.231 0.395
C -5.730 6.004 -1.095 -0.723
C -7.005 6.874 -1.120 0.453
C -6.957 7.783 -2.366 -1.258
O -7.005 7.650 -0.028 -0.912
H -4.817 6.607 -1.050 0.318
H -5.730 5.325 -0.234 0.085
H -5.669 5.381 -2.005 0.078
H -7.853 6.170 -1.287 0.123
H -6.084 8.443 -2.361 0.307
H -7.853 8.406 -2.434 0.304
H -6.907 7.180 -3.287 0.277
```

[2]
A molecular structure, C33H45Cl3N3O3PdSSe2Si2 at a distorted geometry, computed with ωB97M-V with the def2-TZVPD basis set.

Structure (XYZ):
```
93
Properties=species:S:1:pos:R:3:mulliken_charge:R:1
Pd 0.360 0.267 0.104 -0.097
O 1.462 -2.368 3.047 -0.703
C 2.199 -1.503 2.210 -0.090
C 2.577 -0.163 2.872 1.996
C 3.599 -0.459 3.994 -1.118
O 3.123 -1.335 4.980 -0.613
C 1.372 0.552 3.497 -1.542
Se -0.389 0.203 2.654 -0.388
C 3.306 0.714 1.852 -1.557
Se 2.202 1.724 0.560 -0.486
H 0.572 -1.978 3.120 0.414
H 1.638 -1.303 1.262 -0.449
H 3.122 -2.040 1.960 0.521
H 3.873 0.471 4.507 0.427
H 4.510 -0.871 3.527 0.372
H 2.549 -1.978 4.526 0.485
H 1.530 1.634 3.468 0.358
H 1.265 0.242 4.541 0.467
H 4.003 0.110 1.262 0.379
H 3.882 1.480 2.385 0.504
C 3.583 -0.164 -2.438 -0.891
Si 2.316 -1.588 -2.340 0.131
C 2.947 -2.984 -1.183 -0.788
C 2.353 -2.423 -4.073 -1.318
C 0.655 -0.929 -1.765 1.258
C -0.361 -1.876 -1.333 -0.851
C -0.796 -3.007 -2.036 -0.743
C -1.840 -3.753 -1.534 -0.594
C -2.415 -3.390 -0.320 -0.992
C -1.916 -2.277 0.330 -0.521
N -0.936 -1.542 -0.167 0.554
Si -0.175 0.524 -2.673 1.861
C -0.309 0.043 -4.539 -1.531
C 0.779 2.190 -2.744 0.145
C -2.028 0.623 -2.158 -0.564
H 4.583 -0.535 -2.632 0.419
H 3.611 0.405 -1.515 0.094
H 3.324 0.526 -3.233 0.267
H 4.002 -3.181 -1.353 0.423
H 2.409 -3.912 -1.361 0.316
H 2.824 -2.735 -0.136 -0.042
H 3.355 -2.786 -4.281 0.392
H 2.079 -1.736 -4.864 0.318
H 1.687 -3.277 -4.127 0.350
H -0.336 -3.256 -2.980 0.256
H -2.218 -4.608 -2.080 0.450
H -3.229 -3.956 0.105 0.394
H -2.311 -1.958 1.288 0.416
H 0.577 0.334 -5.090 0.352
H -1.154 0.539 -5.002 0.297
H -0.444 -1.026 -4.666 0.372
H 1.395 2.224 -3.637 0.492
H 1.435 2.331 -1.889 0.053
H 0.097 3.030 -2.783 -0.690
H -2.585 -0.166 -2.658 0.550
H -2.481 1.572 -2.429 -0.172
H -2.162 0.492 -1.086 -0.074
Cl -5.536 9.541 -5.427 -0.240
C -4.711 8.273 -4.595 0.446
C -3.331 8.201 -4.650 -1.202
C -2.683 7.163 -3.989 -0.033
C -3.399 6.194 -3.296 -1.081
C -2.676 5.023 -2.667 0.832
C -2.305 5.358 -1.205 -1.643
N -2.120 4.163 -0.437 0.354
C -3.116 3.414 0.129 -0.561
C -2.520 2.286 0.608 -0.851
N -1.188 2.324 0.330 0.416
C -0.977 3.456 -0.285 -0.719
O -1.482 4.700 -3.343 -0.684
C -1.655 3.979 -4.554 0.044
C -2.322 4.760 -5.646 -0.226
C -3.650 4.643 -5.973 0.703
Cl -4.791 3.581 -5.262 -0.168
S -4.130 5.727 -7.243 -0.219
C -2.513 6.338 -7.334 -0.371
C -1.683 5.736 -6.441 -1.187
C -4.780 6.321 -3.225 1.114
Cl -5.717 5.190 -2.309 -0.204
C -5.454 7.354 -3.874 -0.889
H -2.768 8.924 -5.219 0.425
H -1.610 7.075 -4.031 0.582
H -3.347 4.147 -2.660 0.729
H -3.101 5.960 -0.758 0.437
H -1.377 5.932 -1.217 0.341
H -4.135 3.747 0.136 0.393
H -2.952 1.462 1.145 0.491
H -0.015 3.815 -0.595 0.551
H -2.225 3.060 -4.363 0.122
H -0.639 3.712 -4.853 0.608
H -2.290 7.108 -8.042 0.516
H -0.641 5.981 -6.342 0.454
H -6.529 7.424 -3.817 0.450
```

Summary:
Energy above the lowest of the compared OMol25 structures with the same formula, charge and spin, kcal per mole: 49.47
Net charge: -1

no.,gap between HOMO and LUMO (hartree)
1,0.074
2,0.193